ORCA calculation (ωB97M-V/def2-TZVPD) on C4H4N2S in the gas phase in a non-equilibrium geometry.

Structure (ORCA input):
```
! RIJCOSX wB97M-V def2-TZVPD def2/J DEFGRID3
* xyz 0 1
H 0.757 -1.766 2.063
N 0.998 -0.790 1.801
C 0.467 -0.393 0.739
C -0.672 -0.950 -0.117
C -0.891 -0.105 -1.079
N -0.082 1.045 -0.895
C 0.703 0.932 0.159
S 1.639 2.194 0.670
H -1.225 -1.886 -0.047
H -1.617 -0.133 -1.857
H -0.076 1.852 -1.437
*
```

Computed properties:
Molecular weight = 112.2 g mol⁻¹
E = -18026.9757 eV
Orbital gap = 7.675 eV
SMILES = [H]/N=C1\C=CNC1=S
ΔE to the lowest compared entry with this formula, charge and spin = 29.2 kcal/mol


ORCA calculation (ωB97M-V/def2-TZVPD) on C4H4N2S2 in the gas phase in a non-equilibrium geometry.

Structure (ORCA input):
```
! RIJCOSX wB97M-V def2-TZVPD def2/J DEFGRID3
* xyz 0 1
C -1.196 2.362 0.061
C -0.401 1.464 0.060
C 0.522 0.353 0.083
C 0.079 -0.980 0.631
N -1.041 -1.577 0.445
S -2.282 -0.951 -0.491
N 1.746 0.542 -0.244
S 2.865 -0.721 -0.239
H -1.889 3.175 -0.072
H 0.806 -1.543 1.255
H -3.092 -1.992 -0.477
H 3.882 -0.133 -1.011
*
```

Computed properties:
Molecular weight = 144.2 g mol⁻¹
E = -28859.4809 eV
Orbital gap = 8.538 eV
SMILES = C#CC(/C=N\S)=N/S
ΔE to the lowest compared entry with this formula, charge and spin = 93.6 kcal/mol


ORCA calculation (ωB97M-V/def2-TZVPD) on an isolated ion of composition C4H4N3 and charge +1 in a non-equilibrium geometry.

Structure (ORCA input):
```
! RIJCOSX wB97M-V def2-TZVPD def2/J DEFGRID3
* xyz 1 1
N 3.514 0.001 0.000
C 2.399 -0.088 -0.062
N 0.679 0.018 -0.014
C -0.076 1.152 0.013
C -1.369 0.676 -0.016
N -1.357 -0.669 -0.036
C -0.054 -1.080 0.046
H 0.487 2.012 0.305
H -2.330 1.068 -0.207
H -2.248 -1.076 -0.270
H 0.355 -2.014 0.241
*
```

Computed properties:
Molecular weight = 94.1 g mol⁻¹
E = -8672.6071 eV
Orbital gap = 10.043 eV
SMILES = N#C[n+]1cc[nH]c1
ΔE to the lowest compared entry with this formula, charge and spin = 32.7 kcal/mol


ORCA calculation (ωB97M-V/def2-TZVPD) on an isolated ion of composition C4H4N3 and charge +1 in a non-equilibrium geometry.

Structure (ORCA input):
```
! RIJCOSX wB97M-V def2-TZVPD def2/J DEFGRID3
* xyz 1 1
C -0.428 0.316 2.213
C -0.304 0.347 0.945
C 0.085 0.179 -0.340
C 1.059 0.542 -1.318
N 0.746 -0.132 -2.411
N -0.240 -0.959 -2.190
N -0.695 -0.793 -1.019
H 0.202 -0.525 2.782
H -1.055 1.017 2.769
H 2.017 1.116 -1.079
H -1.387 -1.108 -0.353
*
```

Computed properties:
Molecular weight = 94.1 g mol⁻¹
E = -8671.0680 eV
Orbital gap = 8.549 eV
SMILES = C=C=C1C=NN=[NH+]1
ΔE to the lowest compared entry with this formula, charge and spin = 68.2 kcal/mol